[1]
C4H8NO3 | ωB97M-V/def2-TZVPD

Geometry as XYZ:
```
16
Properties=species:S:1:pos:R:3:forces:R:3:mulliken_charge:R:1
O -1.06104 -2.14251 0.72694 -0.9786 -1.6722 0.2680 -0.89
O -1.59176 1.14584 -1.08587 -0.6222 3.3649 -2.4726 -0.51
O 1.10145 2.26782 -0.78102 0.4850 0.9029 0.3276 -0.59
N 0.96882 -1.17727 0.30947 -0.3484 2.3242 3.2809 -0.61
C -0.05300 -1.64365 1.43476 -1.2841 0.4722 -3.1762 -0.54
C 1.09179 1.25776 0.26516 -1.9775 0.2138 -2.1953 -0.47
C 0.46073 0.00567 -0.41016 1.3447 -1.1607 0.2593 -0.17
C -1.07573 0.21034 -0.59391 1.6560 -1.6673 2.4188 -0.03
H -0.51489 -0.93196 2.10734 0.8027 1.7676 0.4515 0.26
H -1.70642 -0.46884 -0.08784 -0.4454 -1.6638 0.6688 0.53
H 0.43965 1.50780 1.09496 -0.3325 0.5917 0.2076 0.21
H 0.97964 -2.04828 -0.13430 -0.3484 -0.9560 -1.6677 0.32
H 2.08374 1.21902 0.68607 0.4002 -0.6927 -0.4184 0.39
H 0.46650 2.13411 -1.51221 0.0701 -0.4145 1.2198 0.34
H 0.85716 -0.01640 -1.42703 0.2308 0.0105 -0.1780 0.38
H 0.48103 -2.30448 2.05105 1.3476 -1.4207 1.0059 0.35
```
Positions in Å, forces in eV/Å.

The total charge is -1. The structure (SMILES) is O=C[C@@H](CO)NC[O-]. The energy above the lowest of the compared OMol25 structures with the same formula, charge and spin is 115.6 kcal/mol. As for the HOMO energy: -2.8 eV. Its spin multiplicity is 1. For the gap between HOMO and LUMO, the calculation gives 0.2448 Ha.



[2]
C29H38AsGe2N4O6S2V | ωB97M-V/def2-TZVPD

Geometry as XYZ:
```
83
Properties=species:S:1:pos:R:3:forces:R:3:mulliken_charge:R:1
As 1.72065 -1.41317 -2.36559 -0.1924 0.0910 -0.0353 1.23
Ge -1.87997 0.72059 0.19928 -0.1112 -0.0648 -0.0562 2.17
Ge -0.52719 -2.81559 -0.65246 0.0005 0.1919 -0.2802 0.95
V 0.72204 0.65986 0.13038 -0.7385 -1.0613 0.0900 -0.39
S 0.31612 -0.21372 2.34771 0.1462 0.0345 0.2615 -0.44
S 3.49523 0.41843 0.13184 -0.2448 -0.3755 -0.2675 1.41
O 2.74709 -2.63910 -1.67754 -0.0635 -0.1193 -0.0156 -0.72
O 3.03766 1.57014 0.89294 0.0831 0.0569 -0.1954 -0.67
O 0.33162 -1.18790 -1.26787 0.4205 -0.0255 0.0373 -0.35
O 4.78176 -0.15569 0.36367 0.0354 0.1821 0.2922 -0.77
O 2.38387 -0.59551 0.18007 0.5092 -0.1501 -0.1567 -0.31
O 1.20076 -1.83062 -3.84245 0.0313 0.0498 0.1220 -0.81
N 0.29779 1.99506 -1.45080 0.4188 0.4511 -0.1804 1.45
N 0.42549 2.51365 2.48277 -0.0204 -0.2453 -0.2854 -1.94
N 0.41637 2.38804 1.13894 -0.1058 0.5683 0.3151 1.39
N 0.36172 1.39645 4.44053 0.0341 -0.0949 -0.0382 -0.41
C -5.63451 -4.15089 -0.62275 -0.0045 -0.0206 0.0035 -0.83
C -2.73223 1.61112 -1.36869 0.0687 0.0216 -0.1530 -0.62
C 0.11238 1.76906 -2.75419 -0.0446 -0.1308 -0.0820 -0.88
C -1.08540 -5.29305 -2.31814 -0.0291 -0.0306 0.0846 -1.27
C 3.63950 1.71443 -4.21452 -0.0457 -0.0391 -0.0930 -0.64
C 0.37641 3.27815 -1.02953 -0.0247 0.1393 0.5151 0.85
C 0.03764 2.78321 -3.68793 0.0143 -0.0106 0.0694 -1.47
C 2.90878 0.58487 -3.88140 -0.0307 0.0170 -0.0246 -0.95
C 0.33889 4.35080 -1.91364 -0.0762 -0.0431 -0.0172 -1.07
C 0.39346 1.33430 3.08783 -0.0246 0.2597 0.2782 0.50
C -2.67848 1.55883 1.80854 0.0637 0.0394 0.1475 -0.41
C 4.16872 2.06552 -1.90039 0.0060 0.0155 -0.1375 -0.79
C 0.24373 -4.75325 1.43022 -0.0198 -0.1053 0.1040 -1.65
C 3.45622 0.92240 -1.56893 0.1226 0.0109 -0.0242 0.53
C 4.25363 2.46433 -3.22634 0.0217 0.0160 0.1613 -0.74
C -3.37266 -3.38375 -0.21142 0.1088 0.1000 -0.1225 -0.30
C -0.33323 -3.96748 -2.22224 0.0806 0.0643 -0.1321 -0.67
C -2.34683 -2.29155 -0.20261 -0.2913 0.0678 -0.0133 0.25
C -4.00566 -5.68076 0.23004 -0.0012 0.0144 -0.0124 -0.98
C 2.79870 0.18853 -2.55028 -0.0519 0.0076 -0.0398 0.03
C -4.68221 -3.14722 -0.64287 0.1229 -0.0143 -0.0471 -0.32
C 0.59130 -3.39426 0.82858 0.1399 0.0183 0.0618 0.42
C -2.72340 -1.04882 0.11143 -0.0725 -0.0533 0.0838 -0.81
C -5.30339 -5.42449 -0.17942 0.0107 0.0140 -0.0011 -0.46
C -3.05479 -4.67050 0.20334 0.1477 -0.2064 0.1871 0.17
C 0.17373 4.09924 -3.26060 -0.0103 -0.0956 0.0003 -0.74
C -4.25216 1.54793 -1.48270 -0.0999 0.0203 0.0163 -1.17
C 0.43094 3.45941 0.41959 0.0095 -0.0628 -0.2100 -0.95
C -4.15301 1.28923 2.10043 -0.1111 -0.0071 0.0225 -1.31
H -2.49909 2.63587 1.73232 -0.0167 0.0083 -0.0134 0.37
H -0.11708 2.53562 -4.72668 -0.0093 0.0013 -0.0507 0.58
H 0.43622 4.43250 0.89766 0.0234 0.0373 -0.1155 0.50
H -3.77945 -0.96031 0.37067 -0.0960 -0.0211 0.0074 0.47
H 3.11822 -2.32138 -0.83980 -0.0542 0.0493 0.0307 0.41
H -2.40862 2.65750 -1.38781 0.0244 0.0040 -0.0167 0.29
H -2.30191 1.14071 -2.25784 0.0054 0.0021 0.0327 0.28
H -0.00374 0.72848 -3.04449 0.0356 0.1186 -0.0339 0.73
H 0.74019 -4.16426 -2.29753 -0.0277 0.0338 -0.0117 0.54
H -3.72457 -6.66904 0.56861 -0.0026 -0.0314 0.0127 0.41
H 3.72120 2.01407 -5.25098 -0.0089 -0.0127 -0.0120 0.43
H -6.63827 -3.94015 -0.96741 -0.0225 -0.0010 -0.0065 0.42
H -4.62539 0.52699 -1.39682 -0.0022 -0.0601 0.0203 0.13
H -2.10049 1.21871 2.66865 0.0080 0.0247 -0.0429 0.19
H -4.82299 1.70221 1.34771 0.0211 -0.0079 -0.0482 0.21
H -2.04712 -4.90723 0.53497 -0.1974 0.0882 -0.1132 0.27
H -4.74772 2.14154 -0.71598 0.0147 0.0114 0.0388 0.26
H 2.40349 -0.00145 -4.64015 0.0167 0.0137 0.0332 0.59
H -6.04702 -6.20890 -0.16603 -0.0283 -0.0315 0.0008 0.39
H 4.81069 3.35393 -3.48511 0.0222 0.0326 -0.0004 0.42
H -0.57440 -3.34045 -3.08248 0.0197 -0.0252 0.0147 0.46
H -0.71533 -4.73864 1.95191 0.0984 0.0294 0.0214 0.47
H 1.60038 -3.42337 0.41975 0.0479 -0.0162 0.0165 0.16
H -0.80040 -5.80410 -3.23833 0.0156 -0.0031 -0.0309 0.45
H -4.59273 1.93016 -2.44828 0.0120 0.0120 -0.0216 0.43
H 4.65651 2.63226 -1.11931 0.0196 0.0111 0.0360 0.55
H -4.36528 0.22205 2.17385 0.0213 -0.0433 -0.0045 0.24
H -0.85580 -5.96733 -1.49291 -0.0035 -0.0130 0.0503 0.23
H 0.55283 2.28596 4.87040 -0.0182 0.0064 -0.0259 0.26
H 0.54682 0.56040 4.96534 -0.0250 0.0195 -0.0314 0.25
H 0.58780 -2.63751 1.60777 0.0113 0.0707 0.0365 0.04
H -4.94893 -2.17393 -1.02752 0.0022 0.1152 -0.0045 0.53
H 0.42395 5.35801 -1.53267 -0.0101 0.0302 0.0243 0.55
H 0.99863 -5.04400 2.16193 0.0127 0.0023 0.0050 0.43
H 0.13405 4.91595 -3.96818 0.0021 0.0066 -0.0242 0.46
H 0.20596 -5.54421 0.67848 -0.0041 -0.0042 -0.0264 0.35
H -2.16284 -5.15506 -2.33883 -0.0974 0.0235 0.0162 0.32
H -4.44201 1.72952 3.05797 0.0081 0.0232 0.0048 0.43
```
Positions in Å, forces in eV/Å.

The energy above the lowest of the compared OMol25 structures with the same formula, charge and spin is 0.0 kcal/mol. As for the HOMO energy (alpha / beta): -7.7 / -7.3 eV. Its spin multiplicity is 3. Its expectation value of S² is 2.06. For the gap between HOMO and LUMO (alpha / beta), the calculation gives 0.2443 / 0.2346 Ha.



[3]
C27H34F5N2O4S | ωB97M-V/def2-TZVPD

Geometry as XYZ:
```
73
Properties=species:S:1:pos:R:3:forces:R:3:mulliken_charge:R:1
S -1.03826 1.64288 -4.17882 -0.2515 0.0553 0.0613 -0.08
F 6.59185 0.96865 0.51226 0.0068 -0.0233 0.2068 -0.25
F 7.56245 0.04482 -1.17950 0.1720 -0.1614 -0.0443 -0.26
F 1.65136 1.42069 -2.75819 -0.2239 -0.0677 -0.2432 -0.28
F 6.43383 1.87205 -1.44063 0.0752 -0.0173 0.0131 -0.26
F 1.56050 1.74530 -0.64932 -0.1493 0.2382 0.0712 -0.31
O -2.67696 -2.79534 -3.78170 0.3341 -0.2721 0.4979 -0.45
O -3.35950 -0.70541 -3.83767 -0.6787 0.8529 -0.4568 -0.43
O -4.20573 0.23932 4.12647 -0.0091 0.4944 -0.7065 -0.26
O -5.59918 -1.49225 3.87920 -0.9403 -0.3282 0.3181 -0.55
N -0.03081 -0.48713 -0.18684 0.1059 -0.0697 -0.1999 0.49
N 3.16994 0.89136 2.63382 -0.0505 -0.2211 0.0792 -0.46
C -5.19945 1.18487 4.56837 -0.0542 0.4029 1.0711 -0.24
C 5.20761 -1.47870 -1.12970 0.0126 0.3626 0.0838 -0.68
C -1.99160 -1.53253 -0.99368 0.2145 0.2423 -0.2894 -0.53
C -3.97844 -1.19614 2.20066 0.8410 0.5392 0.2303 -0.60
C -0.53805 -0.39106 -2.53002 0.3543 -0.0501 -0.2007 -0.01
C -1.14917 -1.20207 0.05684 -0.3175 -0.2442 0.0493 0.88
C 2.81771 -1.47529 -1.50398 0.4281 0.1922 -0.0215 -0.26
C 5.21425 -0.08999 -1.06650 -0.8181 -0.0932 -0.1973 -0.17
C -4.68704 -0.84100 3.48646 0.3251 -0.2170 -0.2106 0.20
C 0.28348 -0.05478 -1.45346 -0.7245 -0.0640 -0.1135 -0.07
C 4.01757 -2.16125 -1.35039 0.1997 0.0238 0.1080 -1.21
C -1.68988 -1.14847 -2.28089 0.3485 -0.2116 0.7179 0.02
C -1.56360 -1.64668 1.42562 -0.3188 0.2059 -0.0719 -1.52
C 2.82777 -0.08578 -1.43798 0.0786 0.1399 0.0567 0.15
C 4.01765 0.60526 -1.22922 0.2346 -0.2155 0.1530 -0.21
C -0.00295 1.19448 -6.76741 -0.4100 0.5870 0.1020 -1.10
C 6.46733 0.69480 -0.79480 -0.1238 0.2147 -0.1605 0.89
C -0.33746 2.26590 -5.73684 0.2511 -0.2492 0.0041 -0.37
C 1.57159 0.76113 -1.58602 0.7244 -0.4100 -0.0403 0.89
C 0.76444 0.69984 3.33163 -0.2587 -0.0941 -0.0824 -0.49
C -4.89133 1.64671 5.97446 -0.2514 0.1662 -0.1735 -1.24
C -0.27788 -0.00609 -3.95925 0.0159 0.5507 -0.2260 -1.50
C 0.40289 0.93582 1.87038 0.4519 0.0285 -0.1670 -0.71
C -2.64382 -1.51942 -3.37395 -0.0013 -0.1816 -0.1383 0.08
C 0.86254 -0.21944 0.96894 0.2274 0.4788 0.5144 -1.72
C -2.53399 -0.63809 2.11379 -0.3586 -0.9779 0.0648 -0.22
C 2.21463 0.26604 3.57763 0.3844 0.3466 -0.2898 -0.85
H 0.63356 0.42746 -6.34529 0.1793 -0.1689 -0.1912 0.27
H -0.64439 1.17023 1.72133 -0.2216 -0.1113 0.1947 0.66
H 0.52385 2.88602 -5.50568 0.1640 -0.0376 0.0381 0.35
H -3.94836 2.18230 6.02172 0.2160 -0.1252 0.0823 0.30
H 4.01988 1.68195 -1.16269 -0.0648 0.1260 -0.0445 0.58
H 1.01278 -1.13243 1.53113 -0.3528 -0.3222 -0.0686 0.99
H 4.01412 1.15430 3.12555 -0.0379 0.1929 0.0383 0.34
H 3.48922 0.19950 1.96597 0.0128 0.0224 -0.0898 0.03
H 0.08409 -0.03141 3.77226 0.0146 -0.1063 0.1266 0.10
H -5.66817 2.35317 6.26144 -0.0748 0.0682 0.0933 0.40
H -4.92032 0.82099 6.67617 0.1585 -0.1123 0.1002 0.32
H 2.33693 -0.81690 3.56352 -0.2004 -0.1517 0.0885 0.29
H 0.95620 1.80942 1.54722 -0.0236 0.1617 -0.0829 0.43
H -5.17524 2.05301 3.91444 0.0852 -0.0980 -0.3646 0.26
H 1.89931 -2.01765 -1.67582 -0.0664 -0.0938 -0.0136 0.53
H -2.13672 -2.55525 1.28329 0.1029 -0.2884 -0.1107 0.96
H -2.18216 -0.49659 3.12772 0.1517 0.4711 0.0191 0.24
H -4.01470 -2.27632 2.11681 -0.0794 -0.1353 -0.0930 0.37
H 0.59731 1.63303 3.86196 -0.1009 0.1377 0.0424 0.49
H -2.14096 -3.33303 -3.18181 0.0415 -0.2115 -0.2628 0.41
H -2.59112 0.29280 1.56579 0.3125 0.3268 0.1867 0.44
H -0.91974 0.76761 -7.16215 -0.0674 -0.3159 0.0664 0.29
H -6.19409 0.75238 4.55955 0.0042 -0.3123 -0.2362 0.36
H 0.49126 1.68151 -7.60233 0.2645 -0.0965 -0.0966 0.39
H 1.84333 0.04843 0.62368 0.0817 -0.1581 -0.2877 -0.16
H -0.76084 -0.69196 -4.64903 -0.0980 -0.2544 0.1264 1.01
H -2.89641 -2.08731 -0.80530 -0.0601 -0.1321 0.2024 0.69
H 4.06129 -3.23852 -1.37428 -0.1983 -0.1202 -0.0971 0.44
H -4.56509 -0.74776 1.40244 -0.2768 -0.1706 -0.1378 0.31
H 2.47630 0.60997 4.57194 0.0440 -0.1843 0.2363 0.54
H 0.77456 -0.00482 -4.20357 0.2108 0.1177 0.0846 0.85
H -1.10633 2.91814 -6.13729 -0.1524 0.1332 0.0560 0.37
H 6.13964 -2.00377 -0.99279 0.0343 -0.2000 -0.0421 0.51
H -0.73329 -1.92158 2.06438 0.1511 0.1960 0.0671 0.38
```
Positions in Å, forces in eV/Å.

The total charge is +1. The structure (SMILES) is CCOC(=O)CCCc1cc(C(=O)O)c(CSCC)c(C(F)(F)c2cccc(C(F)(F)F)c2)[n+]1CCCCN. As for the HOMO energy: -11.2 eV. Its spin multiplicity is 1. For the gap between HOMO and LUMO, the calculation gives 0.2556 Ha.



[4]
C6H5Br2NO | ωB97M-V/def2-TZVPD

Geometry as XYZ:
```
15
Properties=species:S:1:pos:R:3:forces:R:3:mulliken_charge:R:1
Br -2.57785 2.30074 -0.49457 0.4572 -0.5570 -0.2157 -0.10
Br -0.73066 1.51452 -3.02812 -0.2497 -0.3124 0.7197 -0.06
O -0.84323 -1.49419 -1.39077 -0.7151 -2.8529 -2.1218 -0.78
N -0.17673 -0.98528 -0.49657 -0.4612 3.1928 1.5264 0.66
C 1.24849 0.36122 1.38383 -1.1058 1.0773 -0.4844 -0.36
C -1.46154 0.90094 -1.28966 -0.4676 -1.5364 -0.1567 -0.26
C 0.57639 -1.63623 0.38646 -0.0455 -0.7842 -0.6696 -0.14
C 0.42266 1.06164 0.50461 0.8906 -1.1055 0.5095 -0.63
C -0.37803 0.40999 -0.36264 0.0198 -0.4899 -0.7328 0.14
C 1.24025 -0.96012 1.39221 -0.1829 -2.9272 -0.6896 -0.64
H -2.03694 -0.11310 -1.50728 0.7350 2.5725 0.2360 0.45
H 0.56853 2.07866 0.54264 -0.6014 2.3575 -0.1482 0.46
H 1.72026 -1.59129 2.10728 0.5734 0.0317 0.4044 0.40
H 1.77715 0.83512 2.12654 1.1770 1.4444 1.3559 0.46
H 0.65126 -2.68262 0.12605 -0.0239 -0.1106 0.4669 0.41
```
Positions in Å, forces in eV/Å.

The energy above the lowest of the compared OMol25 structures with the same formula, charge and spin is 0.0 kcal/mol. As for the HOMO energy: -9.0 eV. Its spin multiplicity is 1. For the gap between HOMO and LUMO, the calculation gives 0.3291 Ha.



Number 1: strongest force on any atom 4.2 eV/Å. Number 2: strongest force on any atom 1.3 eV/Å. Number 3: strongest force on any atom 1.2 eV/Å. Number 4: strongest force on any atom 3.6 eV/Å.